No. 1
Here is a 2-piece molecular cluster, C3H6N2S overall in a non-equilibrium geometry from the OMol25 dataset. Energies are from ωB97M-V/def2-TZVPD.

The spin multiplicity is 1. Its SMILES is N=C=S.C=NC. The total charge is 0. For the energy above the lowest of the compared OMol25 structures with the same formula, charge and spin, the calculation gives 67.15 kcal per mole.

Each line ends with the Mulliken charge.
Cartesian coordinates (Å):
C: -2.071 0.645 -0.110  0.49
C: 1.065 -0.835 -0.777  -0.77
C: 0.936 0.033 1.429  -0.29
N: -2.136 1.553 -0.901  -0.43
N: 0.557 -0.025 0.278  -0.17
S: -2.521 -0.700 0.430  -0.34
H: 2.225 -0.880 -0.696  0.31
H: 0.620 -1.914 -0.800  0.26
H: 0.541 -0.528 -1.770  0.23
H: -1.585 2.380 -1.051  0.27
H: 1.936 -0.455 1.757  0.22
H: 0.433 0.727 2.211  0.21

No. 2
Here is an isolated molecule of C3H6N2S in a non-equilibrium geometry from the OMol25 dataset. Energies are from ωB97M-V/def2-TZVPD.

The spin multiplicity is 1. Its SMILES is [H]/N=C\N(S)C=C. The total charge is 0. For the energy above the lowest of the compared OMol25 structures with the same formula, charge and spin, the calculation gives 48.11 kcal per mole.

Each line ends with the Mulliken charge.
Cartesian coordinates (Å):
C: 0.839 -0.191 -0.512  -0.13
C: 0.913 -1.492 -0.416  -0.74
C: -1.135 0.420 0.870  0.10
H: -0.074 2.827 -1.140  0.14
H: 1.756 0.344 -0.741  0.29
H: 0.047 -2.128 -0.295  0.33
H: 1.887 -1.936 -0.574  0.24
H: -2.055 0.991 0.833  0.40
H: -0.047 -0.828 1.906  0.29
N: -0.339 0.578 -0.326  -0.12
N: -0.908 -0.354 1.833  -0.62
S: -0.884 1.768 -1.437  -0.18

No. 3
Here is an isolated molecule of C3H6N2S2 in a non-equilibrium geometry from the OMol25 dataset. Energies are from ωB97M-V/def2-TZVPD.

The spin multiplicity is 1. Its SMILES is CC(=S)S/C=N\N. The total charge is 0. For the energy above the lowest of the compared OMol25 structures with the same formula, charge and spin, the calculation gives 62.28 kcal per mole.

Each line ends with the Mulliken charge.
Cartesian coordinates (Å):
C: 0.671 -1.816 -0.043  -1.12
C: 1.545 -0.590 -0.204  0.36
C: -0.872 0.706 -0.944  -0.15
H: -0.038 -1.583 0.705  0.35
H: 0.012 -2.121 -0.893  0.29
H: 1.294 -2.555 0.352  0.37
H: -1.254 0.196 -1.947  0.37
H: -2.147 2.300 1.376  0.28
H: -0.362 1.755 1.403  0.25
N: -1.685 1.266 -0.156  -0.23
N: -1.229 2.101 0.825  -0.43
S: 3.215 -0.653 0.023  -0.23
S: 0.848 0.994 -0.498  -0.12

No. 4
Here is C3H6N2S2 as an isolated structure in a non-equilibrium geometry from the OMol25 dataset. Energies are from ωB97M-V/def2-TZVPD.

The spin multiplicity is 1. The total charge is 0. For the energy above the lowest of the compared OMol25 structures with the same formula, charge and spin, the calculation gives 102.00 kcal per mole.

Each line ends with the Mulliken charge.
Cartesian coordinates (Å):
C: -1.230 0.190 -2.070  -0.79
C: 0.280 -0.130 0.088  0.55
C: 1.307 0.142 2.535  -0.06
H: -1.428 -1.059 -1.600  0.39
H: -2.149 0.934 -1.666  0.30
H: -1.290 0.177 -3.293  0.32
H: -1.058 -1.096 -0.733  0.19
H: 1.736 1.008 0.818  0.18
H: 1.958 1.007 2.938  0.27
N: -0.585 -1.077 0.186  -0.70
N: 1.006 0.359 1.155  -0.22
S: 0.484 0.827 -1.463  -0.15
S: 0.969 -1.282 3.103  -0.28

No. 5
Here is C3H6N2S2 as an isolated structure in a non-equilibrium geometry from the OMol25 dataset. Energies are from ωB97M-V/def2-TZVPD.

The spin multiplicity is 1. The total charge is 0. For the energy above the lowest of the compared OMol25 structures with the same formula, charge and spin, the calculation gives 92.72 kcal per mole.

Each line ends with the Mulliken charge.
Cartesian coordinates (Å):
C: -0.256 -1.904 1.050  -0.67
C: 0.264 0.453 -0.505  0.14
C: -1.312 0.938 1.889  -0.22
H: 0.517 -1.033 1.352  0.25
H: 0.260 -2.987 0.755  0.30
H: -1.226 -2.101 1.648  0.23
H: 1.454 1.489 0.509  0.27
H: -1.963 0.938 2.763  0.31
H: -1.934 0.851 0.890  0.26
N: 0.459 1.189 0.595  -0.07
N: -0.081 1.080 2.012  -0.44
S: -0.546 -1.160 -0.619  -0.01
S: 1.050 0.537 -1.929  -0.35

No. 6
Here is an isolated ion of composition C3H6N3 and charge +1 in a non-equilibrium geometry from the OMol25 dataset. Energies are from ωB97M-V/def2-TZVPD.

The spin multiplicity is 1. Its SMILES is C1=N[C@H]1N1C[NH2+]1. The total charge is +1. For the energy above the lowest of the compared OMol25 structures with the same formula, charge and spin, the calculation gives 116.21 kcal per mole.

Each line ends with the Mulliken charge.
Cartesian coordinates (Å):
C: -0.763 -1.232 1.939  -0.07
C: 1.092 0.400 -0.867  -0.21
C: -0.172 -1.257 0.637  0.11
N: -1.587 -0.894 1.048  -0.41
N: 0.417 0.015 0.244  -0.13
N: -0.258 0.915 -0.764  -0.25
H: -0.636 -1.756 2.871  0.35
H: 1.896 1.047 -0.641  0.27
H: 1.106 -0.285 -1.752  0.33
H: 0.237 -2.214 0.033  0.34
H: -0.605 1.815 -0.368  0.31
H: -0.979 0.513 -1.468  0.37

No. 7
Here is a 2-piece molecular cluster, C3H6N3 overall in a non-equilibrium geometry from the OMol25 dataset. Energies are from ωB97M-V/def2-TZVPD.

The spin multiplicity is 1. The total charge is +1. For the energy above the lowest of the compared OMol25 structures with the same formula, charge and spin, the calculation gives 145.24 kcal per mole.

Each line ends with the Mulliken charge.
Cartesian coordinates (Å):
C: -2.479 1.408 -0.611  -0.54
C: -1.352 1.282 -0.020  0.30
C: 1.004 -0.583 0.694  0.24
N: 2.832 -1.800 0.246  -0.39
N: 2.106 -0.871 0.133  0.13
N: -0.114 -0.758 0.094  -0.55
H: -2.948 2.373 -0.705  0.31
H: -2.951 0.702 -1.231  0.32
H: -0.676 1.398 0.784  0.36
H: 1.136 0.074 1.602  0.32
H: 3.647 -1.826 -0.357  0.29
H: -0.206 -1.399 -0.629  0.22

No. 8
Here is an isolated ion of composition C3H6N3 and charge +1 in a non-equilibrium geometry from the OMol25 dataset. Energies are from ωB97M-V/def2-TZVPD.

The spin multiplicity is 1. Its SMILES is N=C=[NH+][C@@H]1CN1. The total charge is +1. For the energy above the lowest of the compared OMol25 structures with the same formula, charge and spin, the calculation gives 67.73 kcal per mole.

Each line ends with the Mulliken charge.
Cartesian coordinates (Å):
C: -1.665 -0.648 -0.504  0.39
C: 1.619 0.316 0.959  -0.39
C: 0.467 -0.128 0.037  -0.06
N: -2.145 -0.552 -1.563  -0.12
N: -0.846 -0.732 0.404  -0.17
N: 0.644 1.236 0.298  -0.47
H: -2.832 -0.118 -2.074  0.30
H: 1.722 0.281 1.996  0.29
H: 2.570 0.267 0.517  0.26
H: 0.611 -0.633 -0.976  0.31
H: -1.065 -0.987 1.455  0.39
H: 0.920 1.698 -0.550  0.27

No. 9
Here is an isolated ion of composition C3H6N3O and charge +1 in a non-equilibrium geometry from the OMol25 dataset. Energies are from ωB97M-V/def2-TZVPD.

The spin multiplicity is 1. Its SMILES is CC#[N+]CNN=O. The total charge is +1. For the energy above the lowest of the compared OMol25 structures with the same formula, charge and spin, the calculation gives 91.20 kcal per mole.

Each line ends with the Mulliken charge.
Cartesian coordinates (Å):
C: 0.317 -0.595 -0.223  0.43
C: -0.970 1.566 -0.016  -0.27
C: 0.987 -1.822 -0.465  -0.85
N: -0.095 0.457 -0.096  0.17
N: -2.095 1.022 0.684  0.01
N: -1.939 0.857 2.026  -0.03
O: -2.862 0.483 2.701  -0.35
H: -0.363 2.405 0.547  0.31
H: -1.240 1.927 -1.113  0.36
H: 0.557 -2.510 -1.321  0.34
H: 1.025 -2.436 0.366  0.32
H: 1.974 -1.351 -0.779  0.28
H: -3.036 1.131 0.235  0.29

No. 10
Here is an isolated ion of composition C3H6N3O and charge +1 in a non-equilibrium geometry from the OMol25 dataset. Energies are from ωB97M-V/def2-TZVPD.

The spin multiplicity is 1. Its SMILES is Nn1ccoc1=[NH2+]. The total charge is +1. For the energy above the lowest of the compared OMol25 structures with the same formula, charge and spin, the calculation gives 49.56 kcal per mole.

Each line ends with the Mulliken charge.
Cartesian coordinates (Å):
C: -0.670 1.297 0.027  -0.31
C: -1.803 0.565 -0.077  -0.19
C: -0.041 -0.834 0.026  0.56
N: 0.401 0.377 0.005  0.58
N: 0.441 -2.098 0.080  -0.42
N: 1.649 0.852 0.293  -0.80
O: -1.620 -0.732 0.074  -0.32
H: -0.667 2.376 0.149  0.34
H: -2.797 0.994 -0.263  0.39
H: 1.395 -2.414 -0.257  0.28
H: -0.242 -2.880 0.110  0.28
H: 1.522 1.924 0.102  0.32
H: 2.433 0.573 -0.270  0.29

No. 11
Here is an isolated ion of composition C3H6N3O and charge +1 in a non-equilibrium geometry from the OMol25 dataset. Energies are from ωB97M-V/def2-TZVPD.

The spin multiplicity is 3. The total charge is +1. For the energy above the lowest of the compared OMol25 structures with the same formula, charge and spin, the calculation gives 62.40 kcal per mole. Its expectation value of S² is 2.010.

Each line ends with the Mulliken charge.
Cartesian coordinates (Å):
C: 1.283 -0.338 -0.044  0.37
C: -2.051 -0.827 -0.246  -0.05
C: -0.627 1.181 0.137  -0.27
N: 0.274 -1.005 0.192  -0.83
N: -0.896 -0.382 -0.014  0.56
N: 2.544 -0.395 -0.004  -0.27
O: 0.607 1.479 -0.260  -0.19
H: -2.754 0.015 -0.325  0.18
H: -2.364 -1.928 -0.221  0.31
H: -1.409 1.645 -0.411  0.36
H: -0.792 1.203 1.270  0.37
H: 2.963 0.466 -0.103  0.22
H: 3.223 -1.114 0.029  0.23

No. 12
Here is a 2-piece molecular cluster, C3H6N3O2 overall in a non-equilibrium geometry from the OMol25 dataset. Energies are from ωB97M-V/def2-TZVPD.

The spin multiplicity is 1. The total charge is +1. For the energy above the lowest of the compared OMol25 structures with the same formula, charge and spin, the calculation gives 98.09 kcal per mole.

Each line ends with the Mulliken charge.
Cartesian coordinates (Å):
C: -2.861 -0.282 -0.078  0.46
C: 2.666 -0.430 -0.730  -0.10
C: 2.245 -0.361 0.586  -0.42
N: -0.719 0.293 0.104  0.06
N: -2.645 1.119 0.031  0.16
N: -1.368 1.342 0.121  -0.44
O: -3.876 -0.860 -0.208  -0.42
O: -1.589 -0.786 -0.020  -0.17
H: 2.688 0.391 1.230  0.34
H: 3.267 0.347 -1.187  0.28
H: 2.391 -1.264 -1.367  0.29
H: 2.024 -1.320 1.075  0.34
H: 1.102 -0.056 0.376  0.36
H: -3.327 1.866 0.068  0.26

| no. | calculated total energy (eV) |
| --- | --- |
| 1 | -17021.1291 |
| 2 | -17021.9549 |
| 3 | -27856.3961 |
| 4 | -27854.6738 |
| 5 | -27855.0760 |
| 6 | -7666.3369 |
| 7 | -7665.0780 |
| 8 | -7668.4393 |
| 9 | -9714.7753 |
| 10 | -9716.5809 |
| 11 | -9711.8780 |
| 12 | -11761.9858 |